1.
166
Properties=species:S:1:pos:R:3:lowdin_charge:R:1 method="wB97M-V/def2-TZVPD" e_tot_ev=-124343.8451 e_lumo_ev=-0.33 charge=0 spin_multiplicity=1
C -3.08417 2.79792 1.05973 0.056
C -2.50456 2.29415 -0.14411 -0.083
C -1.32883 2.11611 -1.32041 -0.110
C -1.83649 2.41345 -2.87000 -0.399
Cl -3.61147 2.91901 -3.15298 0.586
C -0.76651 2.29855 -4.15033 0.006
B -1.39266 2.63995 -5.63347 -0.408
O -1.42061 4.04355 -6.09359 0.023
C -1.99721 1.36891 -6.50967 -0.166
C -2.55196 0.16859 -5.50181 -0.147
C 0.83139 1.89109 -3.87070 -0.114
C 1.26964 1.61255 -2.31711 -0.298
C 0.22889 1.68547 -1.00988 -0.075
C 0.72443 1.34364 0.54766 -0.161
C 0.91933 -0.25738 0.83719 -0.111
C -0.44968 -1.15501 0.75486 -0.245
O -1.59737 -0.78103 0.13617 -0.062
N -0.49266 -2.57223 1.36428 0.020
C -0.04149 -2.56407 2.80775 -0.188
C -0.76941 -1.57012 3.90776 -0.020
C -0.20359 -1.60993 5.44853 -0.062
C 1.02043 -2.65960 5.82902 -0.045
C 1.73737 -3.65509 4.74174 -0.066
C 1.19226 -3.62512 3.18783 -0.005
S 3.10099 1.17600 -1.99173 0.823
C 3.65147 0.41807 -3.62322 -0.386
C 4.91643 -0.66914 -3.66730 -0.055
C 5.45429 -1.37791 -5.07250 -0.060
C 4.61850 -0.96610 -6.44022 -0.081
C 3.35173 0.12365 -6.39589 -0.009
C 2.85066 0.86156 -4.98184 -0.171
N 1.72365 1.86183 -5.08902 -0.020
H -3.67684 2.97774 2.07284 0.054
H -0.95403 4.65545 -5.43398 0.108
H -1.15759 1.00863 -7.24119 0.110
H -2.90701 1.73774 -7.18900 0.118
H -1.71960 -0.27327 -4.80323 0.085
H -3.49276 0.54803 -4.91076 0.063
H -2.93990 -0.69564 -6.22428 0.082
H 0.07285 1.90666 1.34930 0.123
H 1.81274 1.82846 0.62441 0.113
H 1.73028 -0.73466 0.10933 0.119
H 1.40002 -0.34404 1.92574 0.131
H -1.51514 -2.86202 1.39261 0.102
H -1.65488 -0.86004 3.61289 0.110
H -0.67253 -0.89146 6.24907 0.087
H 1.44227 -2.70076 6.94436 0.069
H 2.61141 -4.39473 4.99164 0.082
H 1.66143 -4.28616 2.33316 0.087
H 5.53049 -0.97396 -2.69172 0.096
H 6.36311 -2.13230 -5.12563 0.091
H 4.95184 -1.46751 -7.47101 0.082
H 2.84282 0.32774 -7.44435 0.084
H 2.04757 2.81375 -5.38161 0.140
C -5.88848 -5.42804 5.53324 -0.067
C -4.66931 -6.14202 4.98399 -0.234
O -4.19361 -5.50061 3.78636 -0.002
C -3.35866 -4.43871 3.76327 -0.484
C -3.10978 -3.68497 5.03872 0.013
O -2.87176 -4.05149 2.70557 0.064
H -5.65779 -4.39788 5.81796 0.066
H -6.27812 -5.95090 6.41153 0.082
H -6.67555 -5.37731 4.77401 0.082
H -3.86835 -6.24073 5.72217 0.085
H -4.95081 -7.16105 4.69747 0.127
H -3.79774 -2.83761 5.09426 0.101
H -2.07964 -3.31537 5.02750 0.046
H -3.20435 -4.29293 5.93659 0.079
C 3.15558 0.48207 10.94914 -0.068
C 1.81991 0.32082 10.25071 -0.228
O 1.78398 -0.89697 9.48410 -0.010
C 1.46488 -2.11069 9.98447 -0.498
C 1.40691 -2.28728 11.47520 0.007
O 1.29930 -3.06934 9.23658 0.069
H 3.33675 -0.32563 11.66349 0.068
H 3.19740 1.43447 11.48563 0.084
H 3.97314 0.44990 10.22180 0.087
H 0.97247 0.37712 10.93982 0.115
H 1.68952 1.13993 9.53530 0.125
H 2.37063 -2.66167 11.82944 0.100
H 0.62640 -3.01858 11.70748 0.096
H 1.14449 -1.38072 12.01742 0.069
C -2.66168 6.12835 -3.42542 -0.079
C -3.60426 7.24463 -3.02134 -0.211
O -3.25251 8.47727 -3.67622 -0.031
C -3.65512 8.83038 -4.91660 -0.505
C -4.27726 7.78724 -5.80069 0.014
O -3.44795 9.96322 -5.34028 0.075
H -2.71704 5.92279 -4.49788 0.060
H -2.89960 5.20815 -2.88389 0.008
H -1.62515 6.40719 -3.21023 0.094
H -4.65503 6.99405 -3.19252 0.120
H -3.50269 7.42645 -1.94598 0.107
H -3.50421 7.34981 -6.43745 0.103
H -5.03293 8.27042 -6.42793 0.096
H -4.79350 6.99826 -5.25689 0.072
C -0.17542 -10.60779 3.97450 -0.069
C -1.49207 -9.90011 3.72264 -0.226
O -1.85513 -9.07444 4.84444 -0.004
C -1.42023 -7.81045 5.04073 -0.486
C -0.27695 -7.30052 4.21026 0.017
O -1.90041 -7.11744 5.93231 0.068
H 0.64614 -9.89737 4.10035 0.067
H 0.06853 -11.27529 3.14291 0.083
H -0.22836 -11.19614 4.89619 0.085
H -1.49154 -9.32331 2.79339 0.118
H -2.28582 -10.64790 3.62001 0.124
H 0.65763 -7.45049 4.75658 0.100
H -0.42641 -6.23060 4.03454 0.080
H -0.20470 -7.76235 3.22730 0.073
C 2.32320 -5.19224 -4.80788 -0.058
C 3.22184 -5.60990 -3.66078 -0.228
O 3.94307 -4.48066 -3.13484 -0.008
C 3.46033 -3.62486 -2.20754 -0.497
C 1.99334 -3.65760 -1.88554 0.017
O 4.19265 -2.78556 -1.69271 0.050
H 1.56240 -4.47695 -4.48377 0.072
H 1.81913 -6.06213 -5.23895 0.084
H 2.90790 -4.69859 -5.59077 0.084
H 2.68049 -6.13471 -2.86850 0.114
H 3.97589 -6.31097 -4.03450 0.104
H 1.47620 -2.91137 -2.49391 0.104
H 1.86548 -3.41349 -0.82630 0.080
H 1.53108 -4.63232 -2.03034 0.073
C 1.44672 13.36145 -4.30844 -0.069
C 1.37891 12.37105 -5.45401 -0.229
O 1.81298 11.06527 -5.03150 -0.007
C 1.02169 10.14962 -4.43086 -0.499
C -0.31899 10.58180 -3.90872 0.012
O 1.42174 9.00405 -4.24812 0.076
H 0.78091 13.07623 -3.48939 0.067
H 1.16809 14.36324 -4.64814 0.082
H 2.45950 13.39757 -3.89437 0.085
H 0.38881 12.32602 -5.91649 0.116
H 2.07196 12.68706 -6.24114 0.123
H -0.22518 10.84054 -2.85106 0.089
H -1.01859 9.74707 -4.01700 0.072
H -0.75643 11.41697 -4.45264 0.075
C -2.63739 10.70196 -0.76967 -0.059
C -2.15409 9.38974 -0.18459 -0.230
O -1.42827 9.60840 1.03908 -0.001
C -1.99738 9.73460 2.25789 -0.506
C -3.48301 9.93945 2.34601 0.003
O -1.30422 9.75684 3.27021 0.080
H -3.33304 11.21101 -0.09703 0.069
H -3.14064 10.53513 -1.72650 0.077
H -1.79491 11.38300 -0.92740 0.079
H -2.96281 8.66800 -0.03877 0.103
H -1.44941 8.92517 -0.88271 0.124
H -3.69436 11.01022 2.40240 0.098
H -3.84709 9.44980 3.25465 0.094
H -4.03922 9.49936 1.52038 0.068
C 5.24884 -9.15031 -3.43029 -0.063
C 4.36656 -9.21601 -2.19940 -0.228
O 2.98975 -9.42464 -2.56389 -0.014
C 2.43344 -10.63184 -2.80574 -0.507
C 3.33326 -11.82152 -2.98410 0.004
O 1.21996 -10.74099 -2.95173 0.083
H 5.22765 -10.08835 -3.99165 0.070
H 6.28483 -8.93746 -3.15091 0.087
H 4.89806 -8.36723 -4.11015 0.067
H 4.70099 -9.96756 -1.47861 0.115
H 4.40577 -8.25259 -1.67975 0.121
H 3.52855 -11.96656 -4.04957 0.099
H 2.82365 -12.70436 -2.58555 0.095
H 4.27631 -11.74659 -2.44581 0.068

=====

2.
56
Properties=species:S:1:pos:R:3:lowdin_charge:R:1 method="wB97M-V/def2-TZVPD" e_tot_ev=-62236.5754 e_lumo_ev=-0.38 charge=0 spin_multiplicity=1
C -0.49595 -2.60573 2.14204 0.177
C -1.19563 -2.20034 1.27589 -0.114
C -1.92907 -1.64099 0.14331 -0.143
N -1.62424 -0.16466 -0.01830 -0.093
C -1.77097 0.48157 1.39437 -0.158
N -0.61402 0.48043 2.21821 0.072
C -2.80805 0.47680 -0.74148 -0.554
Cl -3.62690 -0.55101 -1.92961 0.792
C -2.47994 1.84390 -1.38047 -0.389
C -3.62312 2.84309 -1.14838 0.001
O -1.28278 2.45276 -0.94491 -0.058
C -0.15732 1.65507 -0.60925 -0.124
C -0.33023 0.15284 -0.75988 -0.300
C 0.93994 -0.46125 -0.13874 -0.070
C 1.36178 -1.83537 -0.58172 -0.237
O 0.63778 -2.73239 -0.92144 0.063
C -0.39462 -0.24171 -2.24658 -0.124
C 0.60199 0.40858 -3.22353 -0.148
C 2.11785 0.14921 -3.15575 -0.174
C 2.97019 1.45005 -3.16315 -0.240
C 3.61027 1.76962 -1.81335 -0.107
H -0.14158 -3.09349 3.03272 0.061
H -1.67566 -2.20602 -0.74771 0.116
H -2.97609 -1.76503 0.41273 0.127
H -2.13365 1.50100 1.30036 0.143
H -2.58647 -0.06575 1.86145 0.146
H -0.66028 -0.15306 3.00471 0.095
H -0.36217 1.40141 2.54312 0.106
H -3.58174 0.63308 -0.00031 0.097
H -2.42361 1.69683 -2.45940 0.120
H -4.46443 2.40748 -0.61746 0.083
H -3.21224 3.70283 -0.62849 0.094
H -3.99367 3.19739 -2.10563 0.087
H 0.68530 1.98951 -1.20803 0.119
H 0.14273 1.89596 0.41036 0.129
H 1.76172 0.20726 -0.39275 0.108
H 0.94473 -0.48211 0.94940 0.119
H 2.45118 -2.00658 -0.55399 0.138
H -0.43219 -1.31901 -2.37815 0.116
H -1.34263 0.07073 -2.67659 0.060
H 0.25772 0.10209 -4.20952 0.120
H 0.41518 1.48219 -3.21663 0.104
H 2.41004 -0.38256 -4.05785 0.109
H 2.48523 -0.44626 -2.32751 0.076
H 2.39856 2.28677 -3.56010 0.103
H 3.79540 1.29148 -3.85586 0.101
H 4.44849 2.45239 -1.92737 0.073
H 2.92562 2.22488 -1.09688 0.058
H 3.99270 0.85542 -1.36195 0.074
F 0.25269 -2.87220 6.91393 -0.208
P 1.57684 -2.74951 5.93732 0.348
F 3.08230 -2.81286 6.59120 -0.198
F 0.49331 -2.08268 4.85006 -0.258
F 1.67137 -1.20618 6.51624 -0.212
F 2.32781 -3.10320 4.50214 -0.222
F 1.56057 -4.38266 6.15913 -0.205

=====

3.
31
Properties=species:S:1:pos:R:3:lowdin_charge:R:1 method="wB97M-V/def2-TZVPD" s_squared=2.002 e_tot_ev=-66252.6474 e_lumo_ev="3.16 / 3.16" charge=-1 spin_multiplicity=3
Tm -1.13674 -2.32017 0.85381 0.678
Cl 1.06642 -2.30908 1.95783 -0.197
Cl -2.79484 -4.11988 0.74327 -0.249
C -0.63534 -1.53229 -1.48167 -0.287
H 0.30880 -1.69263 -2.00967 -0.067
H -1.36804 -2.24106 -1.91044 -0.072
C 0.88303 1.36388 0.17307 -0.102
C 0.86541 1.19457 -1.17299 -0.134
H -0.01688 1.67831 0.71211 0.098
C 2.02190 0.62712 -1.93006 -0.218
H -0.03809 1.41074 -1.74333 0.090
C 2.98563 -0.13759 -1.00396 -0.210
H 1.65955 -0.02530 -2.73694 0.097
H 2.58807 1.44808 -2.39940 0.104
C 3.34592 0.69446 0.22380 -0.212
H 2.49981 -1.06327 -0.67184 0.095
H 3.90234 -0.39980 -1.54638 0.101
C 2.09993 1.13844 1.01850 -0.218
H 4.02826 0.13051 0.87643 0.104
H 3.88315 1.59022 -0.10690 0.101
H 1.89288 0.37619 1.78748 0.059
H 2.36885 2.05879 1.55970 0.102
C -4.07382 0.63816 1.90762 -0.110
C -3.32619 0.06463 0.71931 -0.411
O -2.12004 -0.54565 1.09815 -0.473
H -4.14461 -0.09256 2.71570 0.069
H -5.07911 0.90409 1.58896 0.060
H -3.57153 1.52538 2.29732 0.065
H -3.97148 -0.69353 0.24343 0.098
H -3.13584 0.86262 -0.01737 0.104
H -0.98738 -0.53341 -1.74555 -0.065